Entry 1
An isolated ion of composition C3H12NP2 and charge +1, computed with ωB97M-V/def2-TZVPD.

Last column: Mulliken charge in e.
Geometry (Å):
C  -0.63112  0.37241  -1.89550  -0.89
C  0.99712  -1.61673  0.68562  -0.92
C  0.77669  1.04313  0.07312  -0.58
N  -0.46070  0.37067  -0.43619  -0.12
P  1.04016  -0.04033  1.51185  0.17
P  -1.89209  0.62268  0.59828  -0.08
H  0.35780  0.15059  -2.27043  0.34
H  -1.34407  -0.55101  -2.03069  0.34
H  -1.06540  1.35270  -2.21853  0.29
H  1.12355  -2.39720  1.32686  0.45
H  0.02904  -1.68139  0.18827  0.33
H  1.74953  -1.79690  -0.06437  0.39
H  0.60951  2.12470  0.52237  0.30
H  1.62840  0.88133  -0.52678  0.47
H  2.30562  0.05926  2.07715  0.16
H  0.08728  0.17199  2.40616  0.19
H  -2.72415  1.39345  -0.10247  0.07
H  -2.58718  -0.45935  0.15525  0.09

Values from the calculation:
Gap between HOMO and LUMO   10.3 eV
Net charge   +1
HOMO energy   -13.4 eV

***

Entry 2
A 2-piece molecular cluster, C3H12NP2 overall, computed with ωB97M-V/def2-TZVPD.

Last column: Mulliken charge in e.
Geometry (Å):
C  0.27496  -0.23814  1.62404  -0.90
C  0.42663  -1.01618  -0.65103  -0.87
C  -0.45643  1.14931  -0.18387  -0.95
N  0.49640  0.15969  0.22417  0.03
P  -3.19943  0.40434  0.08672  0.09
P  2.19424  1.02660  0.15608  0.05
H  0.27009  0.64560  2.26230  0.36
H  -0.68827  -0.73980  1.71728  0.39
H  1.06743  -0.90981  1.95742  0.38
H  0.59919  -0.73218  -1.68862  0.39
H  1.16858  -1.75733  -0.35916  0.38
H  -0.56728  -1.45844  -0.57435  0.37
H  -0.47187  1.35923  -1.23975  0.42
H  -0.52362  2.00616  0.46665  0.41
H  -3.61417  1.71865  -0.12993  0.10
H  -3.30599  0.09032  -1.27545  0.09
H  2.91149  -0.17707  0.25023  0.12
H  2.22122  1.00184  -1.24716  0.13

Values from the calculation:
Gap between HOMO and LUMO (alpha / beta)   7.8 / 8.3 eV
Net charge   +1
HOMO energy (alpha / beta)   -12.8 / -13.1 eV

***

What should be chosen as the least stable of them? Choose entry 2.

***

Entry 1
One molecule with the formula C6H10N2O5, computed with ωB97M-V/def2-TZVPD.

Last column: Mulliken charge in e.
Geometry (Å):
C  0.36367  3.01693  0.22144  -0.67
O  0.82678  1.59350  0.11571  -0.32
C  0.05683  0.56911  0.49530  -0.13
C  0.50150  -0.84010  0.39600  0.72
C  0.27605  -1.79982  1.57131  -1.72
N  1.70312  -1.21208  -0.37708  0.98
O  2.70516  -0.75058  0.05569  -0.57
O  1.53387  -2.05885  -1.25437  -0.57
C  -0.67353  -0.30493  -0.46890  0.31
C  -0.48887  -0.24719  -1.91332  -1.36
N  -1.95567  -0.71539  -0.03955  1.02
O  -2.39677  -0.57963  1.10245  -0.60
O  -2.64251  -1.04763  -0.99380  -0.62
H  1.34831  3.58891  -0.06306  0.24
H  -0.01058  3.04512  1.25605  0.34
H  -0.46256  3.48948  -0.51050  0.22
H  -0.58041  0.74940  1.47452  0.40
H  0.42988  -2.79046  1.23963  0.40
H  -0.55848  -1.57310  2.04639  0.57
H  1.10897  -1.67674  2.32215  0.35
H  -0.30820  -1.21431  -2.41226  0.28
H  0.52228  0.34754  -1.96070  0.34
H  -1.29884  0.41079  -2.30311  0.41

Values from the calculation:
SMILES   COC1[C@](C)([N+](=O)[O-])[C@@]1(C)[N+](=O)[O-]
Gap between HOMO and LUMO   10.3 eV
HOMO energy   -10.4 eV

***

Entry 2
One molecule with the formula C6H10N2O5, computed with ωB97M-V/def2-TZVPD.

Last column: Mulliken charge in e.
Geometry (Å):
N  -2.74034  0.19984  -1.40414  -0.61
C  -2.99422  -0.40202  -0.02814  -0.32
C  -1.71017  -0.57748  0.80445  0.39
O  -1.69065  -0.99756  1.95677  -0.66
N  -0.65668  -0.21203  0.03952  -0.20
C  0.71273  0.10332  0.57281  -0.56
C  1.67404  -0.84095  -0.25480  -0.62
C  3.04484  -0.54891  0.15751  0.44
O  3.45305  -0.18613  1.23943  -0.56
O  3.80231  -1.11030  -0.78402  -0.44
C  0.99694  1.60918  0.19638  0.68
O  1.68252  1.96009  -0.72768  -0.52
O  0.45587  2.57233  1.07633  -0.50
H  -3.29716  -0.28279  -2.06381  0.21
H  -2.95291  1.18280  -1.49426  0.19
H  -3.44712  -1.39216  -0.20523  0.29
H  -3.74476  0.18686  0.50069  0.29
H  -0.79890  0.08924  -0.93797  0.50
H  0.75970  -0.08647  1.62701  0.53
H  1.52781  -0.64702  -1.26813  0.35
H  1.37436  -1.86252  0.04210  0.43
H  4.77583  -0.92018  -0.63783  0.37
H  -0.22710  2.16285  1.59298  0.34

Values from the calculation:
SMILES   NCC(=O)N[C@@H](CC(=O)O)C(=O)O
Gap between HOMO and LUMO   10.4 eV
HOMO energy   -10.0 eV

***

What should be chosen as the least stable of them? Choose entry 1.

***

Entry 1
A 2-piece molecular cluster, C36H33FN2O4S2 overall, computed with ωB97M-V/def2-TZVPD.

Last column: Mulliken charge in e.
Geometry (Å):
F  2.01602  -3.58852  -2.36665  -0.53
C  1.10483  -4.60189  -1.93709  2.87
C  0.32445  -5.06623  -3.17604  -1.23
C  0.55514  -4.47022  -4.42037  -0.20
C  -0.41266  -4.54447  -5.42161  -0.73
C  -1.60208  -5.23967  -5.18883  -0.51
C  -1.76517  -5.97514  -4.01027  -0.79
C  -0.79854  -5.89317  -3.00103  0.12
C  1.93042  -5.70790  -1.28489  -0.33
C  1.93006  -7.01281  -1.77727  -0.32
C  2.64025  -8.01621  -1.10451  -0.84
C  3.44668  -7.69784  -0.01317  -0.59
C  3.52595  -6.36757  0.40741  -0.66
C  2.81009  -5.36958  -0.25430  -0.28
C  0.10861  -3.85173  -0.98746  1.19
C  -1.04975  -3.12079  -1.69008  0.20
C  -2.33049  -3.39702  -0.90367  -0.57
C  -1.93749  -4.28948  0.25999  -0.72
N  -0.52729  -4.68150  0.03208  0.59
C  0.16847  -4.83976  1.25027  -0.25
C  0.55116  -3.69220  1.96353  0.78
C  1.28078  -3.86244  3.14221  -0.93
N  1.57604  -5.06635  3.61434  -0.65
C  1.10090  -6.15661  3.00752  -0.56
C  0.35926  -6.10025  1.82037  -0.50
H  1.47493  -3.90921  -4.59314  0.41
H  -0.22626  -4.05515  -6.37861  0.40
H  -2.39529  -5.23228  -5.93656  0.40
H  -2.63283  -6.62114  -3.85372  0.38
H  -0.92657  -6.42212  -2.05240  0.46
H  1.37662  -7.23633  -2.69216  0.45
H  2.54058  -9.04308  -1.45461  0.41
H  3.98422  -8.48960  0.51489  0.38
H  4.14289  -6.11301  1.26824  0.39
H  2.95012  -4.32240  0.01916  0.49
H  0.72755  -3.08188  -0.49751  -1.27
H  -0.80127  -2.05801  -1.67199  -0.13
H  -1.15488  -3.43441  -2.72807  0.08
H  -2.73585  -2.45356  -0.52191  0.14
H  -3.09125  -3.89672  -1.51231  0.31
H  -2.05724  -3.74709  1.21163  0.38
H  -2.54996  -5.19484  0.36073  0.40
H  0.30497  -2.70613  1.56779  0.49
H  1.63702  -3.01689  3.72767  0.39
H  1.31363  -7.12383  3.46405  0.40
H  0.02430  -6.98672  1.28616  0.43
C  1.27681  -0.96643  2.65810  -1.05
C  0.90591  0.02937  1.81903  -0.27
S  1.19198  -0.17022  0.01514  1.41
O  2.27965  -1.12640  -0.12213  -0.67
O  -0.15492  -0.58149  -0.40653  -0.70
C  1.52967  1.21364  -1.14543  0.31
C  0.63079  1.44663  -2.19474  -0.28
C  0.97012  2.28851  -3.25654  -0.80
C  2.22304  2.90961  -3.27888  -0.34
C  3.10569  2.73121  -2.20657  -0.73
C  2.76284  1.88143  -1.14759  -0.52
S  -0.05018  1.49770  2.31968  1.45
O  0.87547  2.60773  2.27850  -0.68
O  -0.75270  1.13282  3.52996  -0.72
C  -1.29192  1.93597  1.08382  -0.05
C  -2.41343  1.12359  0.94764  -0.18
C  -3.33329  1.38080  -0.06926  -0.55
C  -3.11069  2.44790  -0.94590  -0.49
C  -2.04392  3.32749  -0.73312  -0.52
C  -1.16150  3.09974  0.32405  -0.30
H  2.10774  -1.60452  2.35155  0.86
H  0.81701  -1.04341  3.64333  0.31
H  -0.33828  0.95327  -2.19506  0.46
H  0.26222  2.41739  -4.07982  0.42
H  2.51265  3.51115  -4.14465  0.38
H  4.08344  3.21863  -2.21412  0.38
H  3.45647  1.70824  -0.32718  0.46
H  -2.54826  0.29425  1.63811  0.42
H  -4.21505  0.74212  -0.16994  0.39
H  -3.78076  2.59572  -1.79144  0.39
H  -1.88497  4.19320  -1.38338  0.43
H  -0.35876  3.80441  0.53148  0.42

Values from the calculation:
SMILES   FC(c1ccccc1)(c1ccccc1)[C@H]1CCCN1c1ccncc1.C=C(S(=O)(=O)c1ccccc1)S(=O)(=O)c1ccccc1
Gap between HOMO and LUMO   8.3 eV
HOMO energy   -8.5 eV

***

Entry 2
A 2-piece molecular cluster, C36H33FN2O4S2 overall, computed with ωB97M-V/def2-TZVPD.

Last column: Mulliken charge in e.
Geometry (Å):
F  -3.30616  -0.78171  -3.39045  -0.52
C  -2.36372  -0.90280  -4.45516  2.78
C  -2.52580  -2.30157  -5.06195  -0.91
C  -3.48742  -3.17721  -4.55155  -0.06
C  -3.48704  -4.51530  -4.96106  -0.70
C  -2.48020  -4.97265  -5.82524  -0.52
C  -1.58830  -4.07011  -6.41365  -0.96
C  -1.61039  -2.72488  -6.03860  -0.16
C  -2.61662  0.26885  -5.40675  -0.30
C  -2.90223  0.07130  -6.75820  -0.19
C  -3.02294  1.17395  -7.61756  -1.03
C  -3.03519  2.46638  -7.09674  -0.51
C  -2.85975  2.65817  -5.72157  -0.72
C  -2.66520  1.56572  -4.87520  -0.11
C  -0.95711  -0.78869  -3.77806  2.07
C  -0.43585  -2.10692  -3.13094  -0.02
C  0.92435  -2.42873  -3.75055  -0.84
C  1.29599  -1.25137  -4.64684  -0.88
N  0.11881  -0.33951  -4.67423  0.79
C  0.49181  1.01961  -4.60698  -0.11
C  0.93525  1.52837  -3.37774  0.63
C  1.23517  2.89254  -3.31161  -1.23
N  0.80782  3.72142  -4.25715  -0.64
C  0.55532  3.23350  -5.49210  -0.64
C  0.45181  1.85612  -5.73191  -0.43
H  -4.22863  -2.81822  -3.83445  0.38
H  -4.26116  -5.19675  -4.58690  0.39
H  -2.40428  -6.03995  -6.05439  0.39
H  -0.86396  -4.39680  -7.16111  0.39
H  -0.93314  -1.99731  -6.49409  0.51
H  -3.02276  -0.93965  -7.15452  0.49
H  -3.11011  1.02116  -8.69291  0.41
H  -3.17323  3.33313  -7.74403  0.39
H  -2.85544  3.66448  -5.29292  0.39
H  -2.56678  1.71405  -3.79646  0.44
H  -1.06636  -0.03943  -2.97411  -2.34
H  -0.29188  -1.87293  -2.07510  -0.32
H  -1.15739  -2.93490  -3.19009  0.55
H  1.68349  -2.53288  -2.95765  0.45
H  0.91888  -3.35306  -4.33091  0.25
H  2.18542  -0.72819  -4.26600  0.42
H  1.51880  -1.54894  -5.68310  0.38
H  1.01990  0.86378  -2.51551  0.66
H  1.79844  3.29179  -2.45506  0.67
H  0.40419  3.92652  -6.32759  0.38
H  0.28676  1.42309  -6.72031  0.36
C  0.10925  3.33177  -0.79888  -1.55
C  0.15160  2.21078  -0.04667  0.55
S  -0.99789  0.90095  -0.41163  1.15
O  -1.97080  1.35436  -1.38254  -0.72
O  -0.08040  -0.18243  -0.78047  -0.41
C  -1.84188  0.25865  1.03459  0.13
C  -1.79051  -1.11764  1.28572  -0.28
C  -2.48554  -1.64553  2.37086  -0.77
C  -3.26555  -0.82199  3.17878  -0.43
C  -3.33277  0.54678  2.91434  -0.80
C  -2.60144  1.09922  1.85750  -0.28
S  1.33644  1.89023  1.33012  1.45
O  0.66399  2.32254  2.53858  -0.67
O  2.60477  2.45357  0.91793  -0.71
C  1.63201  0.12944  1.71283  0.18
C  2.41247  -0.64185  0.84767  -0.25
C  2.57470  -2.00477  1.10698  -0.51
C  1.98496  -2.59051  2.23109  -0.57
C  1.34979  -1.77147  3.16968  -0.47
C  1.20253  -0.40057  2.93694  -0.41
H  -0.65178  3.45363  -1.56514  0.40
H  0.62156  4.22032  -0.41778  0.46
H  -1.19497  -1.77087  0.64938  0.39
H  -2.41512  -2.71213  2.57570  0.44
H  -3.81975  -1.24066  4.01615  0.40
H  -3.95717  1.19327  3.53039  0.41
H  -2.61783  2.17001  1.66050  0.48
H  2.86446  -0.18138  -0.02881  0.37
H  3.15056  -2.61578  0.41063  0.39
H  2.02005  -3.67382  2.37794  0.41
H  0.94681  -2.19819  4.09048  0.41
H  0.70705  0.22955  3.67351  0.43

Values from the calculation:
SMILES   FC(c1ccccc1)(c1ccccc1)[C@H]1CCCN1c1ccncc1.C=C(S(=O)(=O)c1ccccc1)S(=O)(=O)c1ccccc1
Gap between HOMO and LUMO   8.0 eV
HOMO energy   -8.4 eV

***

What should be chosen as the least stable of them? Choose entry 1.